The following is a quantum chemistry calculation of a molecular structure, C18H15F8N7O22S8V, from the Open Molecules 2025 dataset.

Spin multiplicity: 3
DFT total energy (Eh): -7661.266662
Net charge: -1

Each line ends with the Mulliken spin population.
Atoms and positions in Å:
V -9.489 -13.644 -25.187  1.86
N -9.138 -17.083 -28.921  0.00
S -10.732 -17.202 -28.976  0.00
O -11.417 -15.926 -28.887  0.00
O -11.427 -18.489 -28.669  0.00
F -10.704 -17.414 -30.562  0.00
S -9.384 -17.002 -27.105  0.00
O -9.962 -18.111 -26.355  0.00
O -9.639 -15.658 -26.619  -0.02
F -7.827 -17.115 -26.704  0.00
N -10.935 -12.508 -25.838  0.04
S -12.502 -13.024 -26.043  0.02
O -12.776 -13.776 -27.224  0.01
O -13.559 -12.489 -25.157  0.00
F -12.176 -14.256 -25.067  0.02
S -11.275 -11.184 -26.664  0.01
O -12.214 -10.233 -26.109  0.00
O -11.319 -11.338 -28.097  0.00
F -9.788 -10.569 -26.532  0.00
N -7.821 -13.194 -26.236  -0.01
S -7.388 -13.388 -28.033  0.01
O -7.351 -14.781 -28.506  0.01
O -6.699 -12.333 -28.776  0.01
F -8.835 -12.981 -28.497  0.00
S -6.335 -12.818 -26.036  0.01
O -6.014 -11.363 -26.060  0.00
O -5.262 -13.786 -26.114  -0.01
F -6.345 -13.118 -24.435  0.00
N -9.219 -15.122 -23.947  0.04
S -7.875 -16.253 -23.509  0.00
O -7.979 -17.626 -23.987  0.00
O -7.033 -15.926 -22.350  0.00
F -6.870 -15.767 -24.603  0.00
S -9.925 -15.714 -22.652  0.01
O -9.526 -15.194 -21.343  0.01
O -10.750 -16.893 -22.721  0.00
F -10.950 -14.534 -22.986  0.00
C -12.418 -8.832 -21.854  0.00
C -12.488 -10.154 -22.118  0.00
C -11.352 -10.814 -22.601  0.00
C -10.087 -10.166 -22.696  0.00
C -10.017 -8.812 -22.335  0.00
C -11.204 -8.103 -21.992  0.00
N -8.986 -10.971 -23.201  0.00
O -9.201 -12.082 -23.599  -0.01
O -7.915 -10.426 -23.380  0.01
H -13.343 -8.311 -21.657  0.00
H -13.430 -10.682 -22.101  0.00
H -11.493 -11.882 -22.681  0.00
H -9.031 -8.413 -22.526  0.00
H -11.160 -7.052 -21.749  0.00
C -15.327 -21.208 -25.943  0.00
C -14.051 -20.948 -26.440  0.00
C -13.541 -19.624 -26.512  0.00
C -14.248 -18.585 -25.970  0.00
C -15.524 -18.781 -25.493  0.00
C -16.128 -20.070 -25.551  0.00
N -13.726 -17.220 -26.318  0.00
O -14.528 -16.296 -26.438  0.00
O -12.534 -17.039 -26.513  0.00
H -15.717 -22.215 -25.922  0.00
H -13.387 -21.707 -26.827  0.00
H -12.555 -19.417 -26.901  0.00
H -16.004 -17.906 -25.081  0.00
H -17.098 -20.191 -25.093  0.00
C -18.303 -14.731 -23.153  0.00
C -17.268 -14.305 -23.982  0.00
C -15.955 -14.623 -23.628  0.00
C -15.651 -15.312 -22.468  0.00
C -16.710 -15.673 -21.606  0.00
C -18.031 -15.333 -21.933  0.00
N -14.210 -15.664 -22.121  0.00
O -13.345 -15.501 -22.946  0.00
O -13.927 -15.836 -20.987  0.00
H -19.284 -14.342 -23.385  0.00
H -17.549 -13.892 -24.940  0.00
H -15.149 -14.536 -24.342  0.00
H -16.592 -16.108 -20.625  0.00
H -18.867 -15.496 -21.269  0.00

Cartesian forces, eV/Å:
1.3621 -0.7942 -0.7189
-1.5240 -0.4489 5.7374
-4.1204 -1.9955 -5.8075
0.4100 -1.4014 0.9639
1.6262 2.9902 0.4840
0.1476 0.2486 -0.7040
4.1557 -1.3759 1.8695
0.6851 2.0298 -1.8111
-0.5697 1.1549 0.0962
-0.7336 -0.0946 -0.8691
-2.8466 1.5397 -0.9330
-5.0662 -7.4916 4.5230
0.2580 2.3161 -0.2179
2.3193 0.7952 -2.7586
1.0011 -0.4898 -0.0109
3.7538 6.3830 -4.2137
1.4189 -1.7243 0.3499
-0.6171 -0.8199 1.6670
-0.8030 -0.0196 0.8889
-0.5331 -0.7948 -3.8306
-4.1574 -2.3682 -6.6781
1.0789 3.1028 2.3597
0.4916 -1.6634 2.8545
-0.6978 -0.0961 0.9462
7.1823 4.0312 9.1691
-1.3889 -3.7610 -1.0945
-1.0366 0.2979 -4.0207
-1.8198 1.3126 1.0069
5.0410 -4.9015 2.0276
7.6895 -1.6202 -3.3900
-1.7777 1.9220 2.0198
-3.1743 -0.4810 -1.1420
-0.2849 1.1730 -0.8650
-7.6162 3.9556 4.5203
0.7721 -1.8444 -1.9895
2.2453 0.6559 -0.5114
-2.1963 1.0789 0.4858
0.7561 2.2744 -0.2995
0.9523 -1.1383 -1.1861
0.4612 -0.2058 1.0979
-3.4256 -0.6914 1.0087
-0.3608 -0.2551 -0.8934
0.7605 -1.8502 0.2288
1.7965 3.5864 -0.9136
-1.0440 -3.2544 -0.7543
-0.5902 -0.2019 0.7197
0.0708 0.2587 0.3438
0.0366 -0.0953 0.1782
0.4812 -0.1520 -0.6221
-0.0763 0.7935 0.4114
0.0319 0.0086 -0.1469
-0.4101 2.1615 -0.2377
0.2442 1.1410 -0.0207
0.3202 -1.3097 0.5856
0.2221 0.0350 -1.5424
-0.9895 -0.7793 0.0764
2.1791 0.0660 0.7017
0.8446 1.5511 0.1364
-0.5161 -0.8702 0.4426
-1.2426 -1.1184 0.7309
-0.1137 0.0147 0.0516
-0.2132 -0.3234 0.0829
0.0695 -0.0756 -0.2948
-0.5302 -0.0900 -0.0928
-0.1274 -0.1111 -0.2020
0.4579 1.4315 0.1953
-0.0618 -1.1890 0.4961
0.6887 -0.6983 -0.9640
-1.3312 -0.6820 0.6866
-0.1959 0.5212 0.2643
0.6706 -0.0326 -0.6339
-0.2708 2.2413 -1.5649
-0.6738 -0.3968 -1.6627
-0.6473 -1.1953 3.1690
-0.3417 -0.4865 -0.0325
0.4700 0.3017 -0.0310
0.1371 0.5489 -0.0817
0.6229 -0.2067 -0.0950
0.2131 -0.3275 0.2613

The following is a quantum chemistry calculation of a molecular structure, C16H37Cl2GaKNO8P, from the Open Molecules 2025 dataset.

DFT total energy (Eh): -5074.755576
Net charge: -1

Each line ends with the Mulliken charge.
Atoms and positions in Å:
O 6.749 -1.277 1.134  -0.74
P 5.330 -0.891 1.011  0.70
O 4.407 -1.641 2.124  -0.52
O 5.208 0.702 1.270  -0.36
C 4.587 -1.242 -0.553  0.05
Ga 5.957 -2.167 -1.851  0.44
H 4.257 -1.050 2.872  0.31
H 6.102 1.058 1.205  0.25
H 4.215 -0.308 -0.985  0.34
H 3.750 -1.927 -0.372  -0.63
H 7.206 -1.183 -1.956  -0.28
H 5.186 -2.411 -3.254  -0.37
H 6.390 -3.526 -1.132  -0.25
C -2.852 -1.088 -1.152  -1.04
C -2.596 -1.710 0.221  -0.60
C -1.258 -1.413 0.866  -1.24
N 0.004 -2.157 0.331  0.29
C 1.143 -1.873 1.312  -1.14
C -0.212 -3.644 0.263  -0.74
C -0.619 -3.934 -1.170  -0.47
C 0.200 -2.938 -2.001  -1.00
C 0.450 -1.732 -1.094  -0.43
H -2.198 -1.483 -1.933  0.09
H -3.874 -1.296 -1.467  0.46
H -2.737 -0.001 -1.122  0.21
H -2.797 -2.783 0.200  0.28
H -3.333 -1.297 0.915  0.51
H -1.335 -1.676 1.925  0.22
H -1.049 -0.377 0.822  1.02
H 0.846 -2.247 2.288  0.31
H 1.333 -0.811 1.367  0.62
H 2.039 -2.377 0.961  0.49
H 0.741 -4.120 0.490  0.52
H -0.948 -3.927 1.012  0.31
H -1.686 -3.783 -1.320  0.17
H -0.402 -4.965 -1.442  0.49
H -0.312 -2.655 -2.919  0.40
H 1.154 -3.377 -2.294  0.44
H -0.093 -0.833 -1.401  0.51
H 1.518 -1.487 -1.066  0.11
K 0.111 0.673 0.355  0.91
C 5.637 4.872 1.024  -0.29
Cl 7.168 4.013 1.255  -0.16
Cl 4.294 3.767 0.742  -0.09
H 5.428 5.447 1.918  0.27
H 5.738 5.523 0.165  0.26
C -5.094 2.319 -3.877  -1.39
C -5.012 2.964 -2.516  0.45
C -4.795 4.464 -2.535  -0.51
O -4.093 4.685 -1.311  -0.34
C -3.432 3.547 -0.999  0.57
O -2.607 3.447 -0.153  -0.48
O -3.848 2.523 -1.797  -0.22
H -5.820 2.838 -4.505  0.38
H -4.119 2.334 -4.365  0.34
H -5.399 1.276 -3.792  0.33
H -5.890 2.705 -1.919  0.25
H -5.722 5.031 -2.548  0.32
H -4.162 4.785 -3.367  0.30
O -0.905 0.947 3.427  -0.77
C -1.885 1.591 4.147  -0.22
C -2.839 0.593 4.903  0.07
O -3.818 1.169 5.596  -0.88
H -2.579 2.223 3.550  0.07
H -1.510 2.288 4.924  0.21
H -2.137 -0.055 5.506  0.07
H -3.184 -0.121 4.062  -0.19

Cartesian forces, eV/Å:
-0.2219 0.1152 0.3126
1.5380 -0.7691 -1.0120
-0.5025 0.8798 -0.0179
-0.7406 -0.1745 0.2977
-0.5279 0.0250 0.3349
0.2924 -0.0533 0.1404
0.0625 -0.1457 0.2155
0.1137 0.0747 0.1312
-0.0296 -0.0584 -0.0337
0.0060 -0.0083 -0.1997
-0.0858 0.1007 -0.1920
-0.1346 0.0574 0.0666
-0.1720 -0.1076 -0.0840
0.1658 -0.0847 -0.0240
-0.1895 -0.0408 -0.3683
-0.6866 -1.7833 0.4119
0.3844 0.7546 0.1399
-0.4228 -0.6005 -0.1892
-0.1182 -0.0994 -0.2113
-0.0921 0.0477 -0.1127
0.0177 -0.0900 -0.0918
-0.0271 -0.2995 0.2126
-0.0061 -0.0066 -0.0048
-0.0191 0.0642 0.0147
-0.0504 0.0027 0.0004
0.0269 -0.0084 0.0552
0.1581 0.0265 0.1500
0.2555 0.1895 0.0553
-2.6029 -2.2406 1.3208
-0.0190 0.1556 0.0476
0.2921 -0.3058 0.4254
0.0113 0.0400 -0.0145
0.0061 0.0396 0.0530
0.0477 0.0288 0.0515
0.0006 0.0591 0.0442
0.0591 0.0014 0.0459
-0.0169 0.0437 0.0225
0.0309 0.0320 0.0545
-0.1468 -0.5669 -0.1085
-0.1304 -0.0390 0.1565
2.7767 5.5912 -0.1365
-0.0223 0.0865 0.0008
0.0025 0.0109 -0.0016
-0.0415 0.0583 -0.0198
0.0125 -0.0599 0.0376
0.0299 -0.0494 -0.0299
0.1816 -0.2971 0.0406
-0.0790 0.0331 -0.2857
-0.1103 0.0062 0.0199
0.0476 -0.0178 -0.0632
0.0673 -0.0584 0.2328
0.1109 -0.1135 -0.2349
-0.0434 0.0779 0.0481
-0.0082 0.0178 0.0258
-0.0202 0.1550 -0.0302
-0.0406 0.0124 -0.0053
0.0202 0.0723 0.0646
0.0281 0.0504 0.1496
-0.0074 -0.0811 -0.0398
0.8840 -0.3218 -1.6975
-0.5675 -0.2691 0.0210
0.0831 0.2058 0.0198
-0.1266 -0.1644 -0.0147
0.0876 -0.0931 -0.1930
0.2646 -0.1734 0.0249
-0.0363 0.0039 0.0016
-0.0195 0.0613 -0.0316